Here is an isolated molecule of C8H21BN2O5 in a non-equilibrium geometry from the OMol25 dataset. Energies are from ωB97M-V/def2-TZVPD.

SMILES ... OCCNCCOB(O)OCCNCCO
Energy ... -22532.7540 eV
Kohn-Sham gap ... 9.09 eV

Atoms and positions in Å:
O1 -1.803 -1.203 -4.707
C1 -2.127 -0.621 -3.462
C2 -1.555 -1.404 -2.284
N1 -0.115 -1.505 -2.438
C3 0.622 -2.397 -1.530
C4 1.018 -1.705 -0.285
O2 1.574 -0.483 -0.625
B1 1.895 0.216 0.587
O3 2.746 1.315 0.552
O4 1.421 -0.215 1.823
C5 1.567 0.612 3.002
C6 0.222 1.049 3.591
N2 -0.291 2.269 2.951
C7 -0.206 2.295 1.487
C8 -1.222 1.336 0.819
O5 -0.931 0.961 -0.521
H1 -0.830 -1.353 -4.827
H2 -3.216 -0.563 -3.419
H3 -1.722 0.388 -3.475
H4 -1.824 -0.951 -1.336
H5 -1.942 -2.412 -2.290
H6 0.370 -0.572 -2.373
H7 0.091 -3.296 -1.328
H8 1.545 -2.739 -2.053
H9 0.157 -1.555 0.343
H10 1.739 -2.295 0.311
H11 3.165 1.499 -0.295
H12 2.217 1.473 2.765
H13 2.144 0.030 3.735
H14 0.241 1.231 4.664
H15 -0.546 0.292 3.463
H16 -1.260 2.409 3.194
H17 -0.380 3.290 1.133
H18 0.801 2.022 1.158
H19 -1.246 0.406 1.378
H20 -2.212 1.761 0.826
H21 -0.106 0.415 -0.535